This record from the Open Molecules 2025 dataset describes an isolated molecule of C3H6N2O. The level of theory is ωB97M-V with the def2-TZVPD basis set.

The geometry in XYZ format:
```
12
Properties=species:S:1:pos:R:3:forces:R:3:nbo_charge:R:1
N -1.191176 -0.568132 1.083737 0.217 0.035 0.047 -0.788
C -0.093210 0.065576 0.590058 -0.040 0.093 0.145 0.596
O 0.448323 0.964689 1.301324 -0.423 -0.508 -0.041 -0.297
C 0.446757 -0.262824 -0.718266 -0.074 0.050 -0.190 -0.290
C -0.303404 -0.650309 -1.749625 0.056 0.044 0.089 -0.349
N 1.306867 1.851782 0.553643 0.360 0.179 0.052 -0.646
H -1.440127 -0.378768 2.044569 0.036 0.028 -0.128 0.407
H -1.374503 -1.501228 0.746748 0.038 0.152 0.016 0.403
H 1.519895 -0.089998 -0.779179 -0.147 -0.075 -0.032 0.267
H -1.390780 -0.655914 -1.697680 0.182 -0.054 0.026 0.197
H 0.151515 -0.915537 -2.698627 -0.074 0.034 0.131 0.210
H 1.919844 2.140664 1.323298 -0.132 0.023 -0.114 0.290
```
Forces are in eV/Å.

Calculated values
E	-302.5178	a.u.
Kohn-Sham gap (alpha / beta)	7.270 / 7.265	eV
net charge	0
E_HOMO (alpha / beta)	-7.00 / -6.99	eV
largest force on an atom	0.66	eV/Å
E_LUMO (alpha / beta)	0.272 / 0.271	eV

=====

This record from the Open Molecules 2025 dataset describes a cluster of 2 separate species, C6H14O in total at a distorted geometry. The level of theory is ωB97M-V with the def2-TZVPD basis set.

The geometry in XYZ format:
```
21
Properties=species:S:1:pos:R:3:forces:R:3:nbo_charge:R:1
C -2.235871 1.443205 -0.486817 1.109 0.365 -1.186 -0.643
C -1.416542 0.254673 -0.879558 1.625 0.016 -0.727 -0.189
C -0.190902 -0.013935 -0.395835 -0.572 2.132 -0.052 -0.196
C 0.716564 -1.121636 -0.772665 -0.472 -0.685 -0.554 -0.441
C 2.224070 -0.843279 -0.813229 -0.667 1.213 1.243 -0.391
C 2.716808 -0.567746 0.640933 0.620 -0.946 -0.183 -0.622
H -3.168466 1.121463 -0.041906 -0.234 0.538 -0.015 0.225
H -2.327557 2.016645 -1.423218 -0.864 -0.178 0.206 0.211
H -1.647407 2.139663 0.113982 -0.339 -0.360 0.644 0.215
H -1.648073 -0.174905 -1.857839 -0.597 -0.724 0.536 0.189
H 0.187058 0.817427 0.217224 0.083 -0.730 0.619 0.188
H 0.496029 -1.863576 0.007908 0.405 -0.399 -0.371 0.210
H 0.322046 -1.495275 -1.729068 0.285 -0.293 0.160 0.208
H 2.819673 -1.670909 -1.188197 -0.368 -0.193 -0.192 0.209
H 2.425183 0.023981 -1.445515 0.017 -0.056 -0.106 0.204
H 2.821279 0.434559 1.055422 -0.002 0.256 -0.724 0.213
H 3.688635 -1.076561 0.670909 -0.017 0.411 0.583 0.209
H 2.072125 -1.067436 1.364376 -0.026 -0.274 -0.063 0.199
O -2.560431 0.857380 2.443354 1.992 1.408 0.304 -0.957
H -1.888426 0.310946 2.012997 -0.787 -0.242 0.055 0.485
H -3.405803 0.475321 2.506746 -1.192 -1.258 -0.175 0.474
```
Forces are in eV/Å.

Calculated values
E	-312.1918	a.u.
Kohn-Sham gap	10.055	eV
net charge	0
E_HOMO	-9.07	eV
SMILES string	C/C=C/CCC.O
largest force on an atom	2.46	eV/Å
E_LUMO	0.986	eV

=====

This record from the Open Molecules 2025 dataset describes a structure of composition C17H18BCeN7O2S2 at a distorted geometry. The level of theory is ωB97M-V with the def2-TZVPD basis set.

The geometry in XYZ format:
```
48
Properties=species:S:1:pos:R:3:forces:R:3:lowdin_charge:R:1
H -2.052594 -1.428837 2.297236 -0.010 0.027 -0.008 0.115
N -0.404359 -2.032865 1.129536 -0.062 0.859 -0.240 0.104
B 1.465224 -3.210251 -0.083067 -0.608 -0.177 -0.325 -0.427
N 0.274219 -3.183039 0.919662 0.334 0.058 0.023 0.022
C -0.272871 -4.131479 1.692611 -0.215 0.667 -0.114 0.013
Ce 1.293534 0.590924 -0.810675 -2.397 3.840 -2.718 1.158
H 0.140501 -5.128998 1.700071 -0.101 0.059 -0.042 0.149
C -1.341800 -3.569216 2.386808 0.103 0.158 -0.065 0.021
H -1.996267 -4.071560 3.071407 -0.075 -0.019 0.112 0.122
C -1.392218 -2.229868 2.012603 0.083 -0.665 0.089 0.003
H 1.949729 -4.301802 -0.159531 -0.066 0.184 0.157 0.137
C 2.621098 1.968849 -2.052863 1.201 0.873 -0.810 -0.237
H 2.577973 3.050931 -1.821812 -0.100 -0.588 -0.074 0.056
H 2.609499 1.811697 -3.148521 -0.120 0.032 0.508 0.060
H 3.564677 1.547268 -1.644929 -0.090 -0.068 0.027 0.042
N 2.482783 -2.173036 0.471543 0.525 1.483 -0.252 0.051
N 0.859166 -2.787009 -1.462426 0.256 0.921 -0.355 -0.003
N 2.193751 -0.797686 0.424464 3.122 -4.356 3.372 -0.232
N 0.584022 -1.458457 -1.754197 -0.152 -1.008 -0.527 -0.120
C 3.635791 -2.358730 1.128346 -0.913 0.336 -0.377 0.029
C 0.420078 -3.563885 -2.470532 0.035 0.818 0.197 -0.002
H 4.020702 -3.361441 1.257659 0.054 0.129 0.010 0.158
H 0.545382 -4.636044 -2.418326 -0.038 0.087 -0.090 0.147
C 4.128569 -1.125589 1.559689 -0.441 0.808 -0.051 0.031
C -0.151663 -2.750047 -3.450368 0.053 0.435 0.314 0.006
C 3.209239 -0.163595 1.132334 0.091 -1.792 -0.213 -0.053
C -0.037277 -1.437407 -2.973361 0.507 -1.166 0.696 -0.068
H 5.031104 -0.959286 2.122221 -0.015 0.046 0.024 0.129
H -0.594011 -3.064088 -4.378851 0.006 -0.030 -0.016 0.119
H 3.191403 0.910203 1.292043 0.176 -0.044 0.033 0.140
H -0.341634 -0.494092 -3.416781 -0.006 -0.221 0.034 0.114
H -0.131648 -1.135690 0.661669 -0.744 -1.784 0.858 0.124
O -0.727303 1.684083 2.662815 -0.554 -0.148 -0.796 -0.262
S -1.611507 1.580981 1.525774 -0.204 0.208 0.213 0.693
O -2.603013 0.524579 1.494999 0.909 0.592 -0.009 -0.274
N -0.664541 1.508629 0.144913 0.241 -0.141 -0.764 -0.303
C -0.964377 2.467501 -0.790310 0.094 -0.937 0.884 -0.704
S -0.225015 2.424603 -2.296763 -0.456 0.295 -0.207 0.846
C -1.923887 3.434504 -0.286545 -0.586 0.717 0.390 -0.211
C -2.440353 4.589130 -0.894503 0.253 -0.369 -0.106 0.020
C -3.385523 5.357989 -0.215231 0.024 -0.209 0.256 -0.015
C -3.820914 4.979282 1.065812 0.236 -0.152 -0.212 -0.006
C -3.301994 3.833186 1.684019 0.255 -0.188 -0.029 0.001
C -2.345177 3.094116 1.000922 -0.733 0.609 0.222 -0.210
H -2.086077 4.853154 -1.890656 -0.188 0.052 0.218 0.124
H -3.795624 6.256389 -0.678039 0.153 -0.293 0.115 0.128
H -4.569363 5.577746 1.585134 0.217 -0.164 -0.149 0.129
H -3.617434 3.508253 2.673999 -0.051 0.227 -0.201 0.136
```
Forces are in eV/Å.

Calculated values
E	-2488.1979	a.u.
Kohn-Sham gap (alpha / beta)	6.642 / 8.205	eV
net charge	+2
E_HOMO (alpha / beta)	-15.03 / -15.00	eV
largest force on an atom	6.33	eV/Å
E_LUMO (alpha / beta)	-8.390 / -6.792	eV

=====

> net charge of number 1 (C3H6N2O)?

0

=====

> largest force on an atom of number 3 (C17H18BCeN7O2S2)?

6.33 eV/Å